Formula: C4H8N2O
Source: the Open Molecules 2025 dataset
Level of theory: the ωB97M-V functional and the def2-TZVPD basis

The geometry in XYZ format:
```
15
Properties=species:S:1:pos:R:3:forces:R:3
N -1.6582 0.7624 1.2303 0.097 0.029 -0.087
C -0.5124 0.0267 1.4699 0.099 -0.058 -0.297
O -0.1652 0.0603 2.7875 0.101 -0.067 0.026
C 0.1610 -0.6642 0.5375 -0.005 0.021 0.159
N -0.2078 -0.5784 -0.8433 -0.103 -0.049 0.181
C 0.8639 -0.8077 -1.7912 0.171 -0.148 -0.135
C 0.3427 0.5612 -1.5815 0.011 0.279 -0.122
H -1.6683 1.6752 1.6658 -0.027 -0.115 -0.014
H -1.9163 0.7782 0.2533 0.021 0.018 0.104
H 0.7210 -0.3142 2.8648 -0.117 0.043 0.062
H 0.9427 -1.3691 0.8124 -0.112 0.119 -0.013
H 1.8519 -1.0279 -1.3856 -0.167 0.040 -0.044
H 0.5996 -1.3704 -2.6832 0.016 0.100 0.144
H 0.9665 1.2558 -1.0208 -0.089 -0.125 -0.075
H -0.3210 1.0122 -2.3158 0.104 -0.088 0.113
```
Forces are in eV/Å.

Energy above the lowest of the compared OMol25 structures with the same formula, charge and spin in eV: 2.796
LUMO energy in Eh: 0.032
SMILES: N/C(O)=C\N1CC1
F_max in Eh/bohr: 0.0062

Formula: C3H7N3O
Source: the Open Molecules 2025 dataset
Level of theory: the ωB97M-V functional and the def2-TZVPD basis

The geometry in XYZ format:
```
14
Properties=species:S:1:pos:R:3:forces:R:3
H -1.4065 -0.0006 1.9921 0.193 0.764 -0.079
N -0.3872 -0.0488 1.9787 -0.081 -1.258 0.163
C 0.0309 -0.3907 0.8203 0.015 1.399 -0.204
C 1.4142 -0.9425 0.6352 0.382 0.405 -0.228
N -0.7507 -0.3667 -0.3337 -2.351 -2.525 0.634
C -1.9253 0.1279 -0.4578 1.567 0.444 -1.024
H 2.1178 -0.1065 0.6367 0.168 -0.103 0.160
H 1.6706 -1.6368 1.4400 -0.071 0.285 -0.095
H 1.5215 -1.4527 -0.3245 -0.173 0.021 0.128
H -2.6407 -0.3965 -1.1054 0.262 0.335 -0.069
H -2.1714 1.1623 -0.1797 -0.241 -0.368 0.796
N 1.0894 1.5608 -1.9662 -3.792 4.713 2.625
O 0.1527 1.9010 -1.1553 4.485 -1.708 -3.582
H 1.2846 0.5899 -1.9805 -0.363 -2.402 0.776
```
Forces are in eV/Å.

Energy above the lowest of the compared OMol25 structures with the same formula, charge and spin in eV: 6.004
LUMO energy (alpha / beta) in Eh: -0.041 / -0.041
SMILES: [H]/N=C(/C)N=C.N=O
F_max in Eh/bohr: 0.1282

Formula: C35H33Cl2FN3O2PdSi
Source: the Open Molecules 2025 dataset
Level of theory: the ωB97M-V functional and the def2-TZVPD basis

The geometry in XYZ format:
```
78
Properties=species:S:1:pos:R:3:forces:R:3
Pd 0.4579 -0.2792 -1.2824 1.182 0.056 1.376
N 2.5882 0.2562 -2.2488 -0.293 -0.594 0.074
C 3.6694 -0.6738 -2.1504 -0.039 -0.010 -0.008
C 4.9261 -0.1294 -2.3998 0.010 0.004 0.048
C 6.0787 -0.8732 -2.2325 0.010 0.009 0.000
C 5.9658 -2.1801 -1.7836 0.007 -0.008 -0.004
C 4.7167 -2.7247 -1.5503 0.016 0.008 -0.004
C 3.5274 -2.0092 -1.7615 -0.059 0.026 -0.069
C 2.2304 -2.7169 -1.5238 0.053 -0.088 0.071
C 2.2686 -4.1081 -1.7328 0.052 -0.010 0.032
C 1.2529 -4.9543 -1.3389 -0.001 0.028 0.002
C 0.1696 -4.4141 -0.6628 0.019 0.011 0.049
C 0.0727 -3.0421 -0.5247 -0.009 -0.052 0.056
C 1.0332 -2.1583 -1.0282 -0.507 -0.153 -0.427
H 2.2744 0.5140 -1.3054 -0.023 0.647 -0.291
H 1.8716 0.0186 -2.9357 -0.014 0.258 -0.061
H 4.9684 0.9071 -2.7081 -0.008 -0.001 -0.008
H 7.0484 -0.4309 -2.4211 0.001 0.000 -0.003
H 6.8511 -2.7764 -1.6001 0.002 0.001 0.004
H 4.6590 -3.7311 -1.1610 -0.010 0.004 0.001
H 3.1289 -4.5302 -2.2356 -0.002 -0.018 0.003
H 1.3187 -6.0159 -1.5418 0.000 -0.006 0.004
H -0.6220 -5.0459 -0.2770 0.002 -0.018 -0.001
H -0.7843 -2.6381 -0.0071 -0.013 -0.005 -0.092
C 1.3274 3.6022 1.8548 -0.029 -0.032 -0.020
Si 1.7381 2.4594 0.4004 0.061 0.137 0.080
C 2.3415 0.8876 1.2534 0.068 -0.021 -0.066
C 3.2370 3.2746 -0.4102 -0.105 0.074 -0.046
N 0.5455 2.0807 -0.7528 -0.272 -0.490 0.011
C -0.5549 2.7633 -1.1325 0.004 0.215 -0.275
C -1.0713 3.9604 -0.5756 -0.022 -0.074 0.098
C -2.2028 4.5972 -1.0627 0.016 0.021 -0.051
C -2.9036 4.1027 -2.1539 0.039 -0.014 0.017
C -2.4298 2.9345 -2.7488 0.011 0.029 -0.003
C -1.3120 2.3221 -2.2436 -0.038 -0.057 -0.111
F -0.8780 1.1962 -2.8888 -0.057 0.195 -0.102
H 2.2278 3.6877 2.4719 -0.017 -0.034 0.022
H 0.5270 3.2043 2.4830 -0.031 0.002 -0.031
H 1.0530 4.6126 1.5484 0.016 0.010 -0.011
H 3.1239 1.1433 1.9754 -0.020 0.024 -0.002
H 2.7452 0.1011 0.6095 0.017 0.024 0.007
H 1.5018 0.4548 1.7967 -0.064 -0.066 0.042
H 4.0493 3.4277 0.3061 0.013 -0.025 -0.005
H 2.9430 4.2548 -0.7983 0.029 -0.001 -0.022
H 3.6082 2.6876 -1.2523 0.011 -0.020 0.018
H -0.5695 4.3872 0.2795 0.033 -0.007 0.037
H -2.5374 5.5063 -0.5741 0.001 -0.002 -0.002
H -3.7805 4.6060 -2.5395 -0.005 -0.008 0.003
H -2.9119 2.4915 -3.6119 -0.008 -0.003 0.002
Cl -3.8920 -4.0834 2.3141 0.001 0.011 0.009
C -2.3980 -3.2155 2.5995 -0.002 0.006 -0.025
C -1.2413 -3.9577 2.7372 0.013 0.007 -0.015
C -0.0377 -3.3081 2.9409 -0.003 0.005 -0.018
C -0.0248 -1.9264 3.0222 -0.013 0.013 -0.017
C -1.1955 -1.1973 2.9114 0.016 -0.026 0.006
Cl -1.0908 0.5185 3.1267 0.112 0.002 -0.006
C -2.4342 -1.8132 2.6775 0.018 -0.054 -0.063
N -3.6453 -1.1503 2.6041 -0.049 0.053 0.217
C -3.8651 0.1251 1.9779 -0.108 -0.044 -0.029
C -4.1574 1.2200 2.7824 -0.031 0.016 0.021
C -4.4106 2.4581 2.2214 0.006 -0.028 -0.016
C -4.3916 2.5977 0.8379 -0.017 -0.051 0.034
C -4.1476 1.4941 0.0415 0.067 0.028 -0.026
C -3.8797 0.2408 0.5927 0.047 0.050 -0.085
C -3.6205 -0.9170 -0.3312 -0.057 0.060 0.000
C -2.2228 -0.9432 -0.9591 -0.119 0.076 -0.036
O -1.2786 -0.4836 -0.2073 0.081 -0.044 -0.298
O -2.0913 -1.3982 -2.0860 -0.024 -0.024 -0.025
H -1.2944 -5.0348 2.6592 0.004 0.001 0.000
H 0.8832 -3.8690 3.0168 -0.002 0.000 -0.007
H 0.9008 -1.3906 3.1777 0.016 0.011 0.005
H -4.4153 -1.7864 2.4683 0.004 -0.011 0.000
H -4.1462 1.0836 3.8562 -0.003 0.003 -0.001
H -4.6086 3.3119 2.8572 -0.005 -0.001 0.002
H -4.5571 3.5631 0.3783 -0.009 -0.014 -0.005
H -4.1335 1.6038 -1.0369 0.007 0.018 0.030
H -4.3132 -0.8760 -1.1711 -0.047 -0.041 0.025
H -3.7798 -1.8756 0.1700 0.069 0.011 -0.017
```
Forces are in eV/Å.

Energy above the lowest of the compared OMol25 structures with the same formula, charge and spin in eV: 2.351
LUMO energy in Eh: 0.094
Total charge: -1
F_max in Eh/bohr: 0.0353

Formula: CH3BrOS
Source: the Open Molecules 2025 dataset
Level of theory: the ωB97M-V functional and the def2-TZVPD basis

The geometry in XYZ format:
```
7
Properties=species:S:1:pos:R:3:forces:R:3
C 0.2243 -0.1166 -0.2620 -1.114 1.276 -1.189
O -0.4280 -2.3281 -1.5810 -0.017 -0.105 -0.081
S 0.7647 -1.6356 -1.1177 -0.463 0.932 -0.018
Br 1.6337 -0.3555 -2.7630 0.360 -0.172 -0.480
H -0.4764 -0.4681 0.5271 0.169 0.637 -0.679
H -0.0447 0.8420 -0.9469 -0.202 -2.814 1.448
H 1.1126 0.2434 0.1740 1.267 0.245 0.999
```
Forces are in eV/Å.

Energy above the lowest of the compared OMol25 structures with the same formula, charge and spin in eV: 0.265
LUMO energy in Eh: -0.014
F_max in Eh/bohr: 0.0617

Formula: C4H7N2S
Source: the Open Molecules 2025 dataset
Level of theory: the ωB97M-V functional and the def2-TZVPD basis

The geometry in XYZ format:
```
14
Properties=species:S:1:pos:R:3:forces:R:3
C -0.8032 1.2242 0.2035 -1.975 -0.346 0.229
C 1.4633 0.9397 0.0778 1.995 3.202 -0.052
C -0.0910 -0.9367 -0.3012 -1.923 -1.986 3.619
C -1.6655 -1.1367 -0.0656 -0.475 -1.550 -0.762
N 2.4228 0.1715 0.0799 0.633 -1.704 0.429
N 0.1875 0.3970 -0.0153 -1.352 3.758 -0.059
S -2.3487 0.4472 0.3769 1.309 2.017 -0.021
H -0.6938 2.3405 0.2814 0.104 -1.404 0.118
H 1.4526 2.1223 0.1182 0.065 -2.318 0.146
H 0.5988 -1.5275 0.3161 -0.771 -0.186 0.705
H 0.3210 -1.2012 -1.1749 0.626 -0.634 -4.036
H -2.3147 -1.3753 -1.0142 1.772 -0.253 1.740
H -1.9304 -1.8191 0.8143 0.592 0.596 -1.594
H 3.4016 0.3542 0.3029 -0.598 0.807 -0.462
```
Forces are in eV/Å.

Energy above the lowest of the compared OMol25 structures with the same formula, charge and spin in eV: 1.957
LUMO energy in Eh: -0.186
Total charge: +1
F_max in Eh/bohr: 0.0886

Formula: C8H10FN2O
Source: the Open Molecules 2025 dataset
Level of theory: the ωB97M-V functional and the def2-TZVPD basis

The geometry in XYZ format:
```
22
Properties=species:S:1:pos:R:3:forces:R:3
C 1.6839 -2.9438 0.5605 1.822 0.556 -0.590
C 0.7463 -2.7675 1.5403 -0.729 -2.139 1.834
C 1.8196 -2.0087 -0.5082 -0.872 0.409 1.667
C -0.1490 -1.7647 1.5078 -0.446 1.672 0.169
C 0.9448 -0.9034 -0.4938 0.615 -2.372 1.396
C -0.8749 0.1418 0.4077 -3.843 2.254 -0.501
C -2.7346 1.5511 -1.0778 0.057 -2.929 -0.278
C 0.9560 3.0851 -0.3487 1.942 -3.118 -2.271
N -0.5983 1.2928 0.0250 1.652 0.462 -0.388
N -0.0061 -0.8300 0.5453 3.235 -1.361 -1.564
O -1.5147 2.0718 -0.5769 -0.473 1.674 0.308
F 1.1913 3.6565 0.7158 0.544 1.216 2.962
H 2.4691 -3.6904 0.7712 -0.643 0.196 -0.720
H 0.5983 -3.4832 2.3893 0.595 0.611 -0.969
H 2.6788 -2.1044 -1.1651 -0.474 0.169 -0.262
H -0.9168 -1.5132 2.2548 0.374 -0.481 -0.504
H 0.8946 -0.1096 -1.2143 0.041 0.004 -0.070
H -2.5110 0.9532 -2.0472 -0.677 1.068 1.548
H -3.3574 2.3963 -1.1798 -0.417 1.049 -0.779
H -3.2979 0.9154 -0.3446 0.925 0.220 -0.541
H 1.8562 2.6873 -0.8972 -1.011 0.098 0.776
H 0.1219 3.3677 -0.8641 -2.215 0.743 -1.226
```
Forces are in eV/Å.

Energy above the lowest of the compared OMol25 structures with the same formula, charge and spin in eV: 4.871
LUMO energy (alpha / beta) in Eh: -0.193 / -0.168
Total charge: +1
F_max in Eh/bohr: 0.0872